{"formula": "CH9O3S", "method": "ωB97M-V/def2-TZVPD", "e_homo_ev": -3.2, "e_tot_ha": -667.45047, "charge": -1, "elements": ["C", "S", "H", "H", "H", "H", "H", "O", "H", "H", "O", "H", "H", "O"], "positions_angstrom": [[-2.112, 0.064, -1.123], [-1.172, -1.336, -0.457], [-2.396, 0.723, -0.297], [-1.465, 0.712, -1.714], [-3.008, -0.221, -1.653], [1.355, -0.437, -1.567], [1.471, -1.015, -0.205], [2.024, -0.613, -0.894], [-1.610, 0.012, 1.861], [-0.940, -1.173, 2.350], [-1.245, -0.321, 2.694], [2.540, 1.298, 0.920], [3.212, 0.840, -0.325], [3.346, 1.467, 0.410]]}

{"formula": "C3H8N3S", "method": "ωB97M-V/def2-TZVPD", "e_homo_ev": -13.4, "e_tot_ha": -681.28509, "smiles": "CN1C=[NH+]S[C@@H]1N", "charge": 1, "elements": ["C", "N", "C", "N", "S", "C", "N", "H", "H", "H", "H", "H", "H", "H", "H"], "positions_angstrom": [[-1.646, 0.102, 0.719], [-0.209, 0.155, 0.451], [0.486, 1.253, 0.524], [1.802, 1.128, 0.352], [2.274, -0.489, 0.030], [0.472, -0.948, -0.152], [-0.138, -1.060, -1.492], [-2.164, 0.086, -0.211], [-1.925, -0.887, 1.267], [-2.055, 1.030, 1.278], [0.044, 2.163, 0.616], [2.437, 1.955, 0.188], [0.269, -1.884, 0.539], [0.388, -0.553, -2.216], [-0.035, -2.051, -1.892]]}

{"formula": "C6H10O", "method": "ωB97M-V/def2-TZVPD", "e_homo_ev": -8.0, "e_tot_ha": -309.73397, "smiles": "CC(C)=C=O.C=C", "charge": 0, "elements": ["C", "C", "C", "C", "O", "H", "H", "H", "H", "H", "H", "C", "C", "H", "H", "H", "H"], "positions_angstrom": [[1.120, -0.899, -1.205], [0.446, -0.710, 0.180], [1.260, 0.032, 1.278], [-0.435, -1.541, 0.639], [-1.153, -2.161, 1.308], [1.869, -1.658, -0.980], [1.858, -0.150, -1.483], [0.465, -1.477, -1.806], [2.094, -0.705, 1.503], [0.566, 0.048, 2.135], [1.577, 0.922, 0.876], [-2.136, 1.559, -0.061], [-1.138, 1.206, -0.819], [-2.979, 0.917, 0.195], [-2.085, 2.437, 0.547], [-1.093, 0.350, -1.436], [-0.236, 1.832, -0.873]]}

{"formula": "C23H21Cl5N5O2Ti", "method": "ωB97M-V/def2-TZVPD", "e_homo_ev": [-8.7, -8.6], "e_tot_ha": -4463.52681, "charge": 1, "elements": ["Ti", "O", "C", "C", "C", "C", "C", "C", "C", "O", "N", "N", "C", "C", "C", "C", "C", "C", "N", "H", "H", "H", "H", "H", "H", "H", "H", "H", "H", "Cl", "C", "C", "C", "Cl", "C", "Cl", "C", "Cl", "C", "Cl", "N", "C", "C", "N", "C", "C", "H", "H", "H", "H", "H", "H", "H", "H", "H", "H", "H"], "positions_angstrom": [[-0.109, 0.031, -0.781], [2.078, 0.888, 3.149], [1.195, 1.879, 3.475], [1.517, 2.796, 4.470], [0.628, 3.795, 4.822], [-0.602, 3.889, 4.183], [-0.922, 2.977, 3.195], [-0.039, 1.957, 2.823], [-0.427, 1.060, 1.717], [0.489, 0.364, 1.034], [-1.670, 1.006, 1.365], [-1.740, 0.307, 0.159], [-2.905, -0.119, -0.409], [-2.724, -0.652, -1.664], [-3.738, -1.191, -2.516], [-3.419, -1.651, -3.743], [-2.059, -1.580, -4.205], [-1.117, -1.066, -3.393], [-1.391, -0.622, -2.113], [2.890, 1.039, 3.645], [2.474, 2.718, 4.975], [0.897, 4.501, 5.597], [-1.298, 4.676, 4.443], [-1.867, 3.033, 2.672], [-3.866, 0.009, 0.068], [-4.760, -1.211, -2.161], [-4.189, -2.048, -4.390], [-1.789, -1.900, -5.203], [-0.091, -0.961, -3.730], [2.711, 0.388, -1.025], [1.882, 1.949, -1.160], [0.523, 1.869, -1.406], [-0.146, 3.082, -1.538], [-1.857, 3.082, -1.800], [0.517, 4.306, -1.428], [-0.337, 5.783, -1.600], [1.887, 4.324, -1.159], [2.715, 5.815, -0.988], [2.588, 3.130, -1.017], [4.267, 3.112, -0.650], [0.958, -4.865, -0.108], [2.005, -4.027, -0.802], [1.327, -2.811, -1.412], [0.588, -2.036, -0.410], [-0.411, -2.855, 0.286], [0.211, -4.074, 0.942], [1.382, -5.696, 0.306], [0.287, -5.195, -0.806], [2.493, -4.648, -1.550], [2.731, -3.741, -0.042], [0.613, -3.125, -2.178], [2.075, -2.190, -1.897], [1.216, -1.590, 0.265], [-1.175, -3.146, -0.440], [-0.905, -2.251, 1.044], [-0.534, -4.726, 1.390], [0.942, -3.787, 1.697]]}

{"formula": "C4H3NO2", "method": "ωB97M-V/def2-TZVPD", "e_homo_ev": -9.7, "e_tot_ha": -359.39804, "charge": 0, "elements": ["N", "C", "C", "C", "C", "O", "O", "H", "H", "H"], "positions_angstrom": [[-1.398, -1.745, 0.454], [-1.162, -0.606, 0.109], [-0.976, 0.683, -0.158], [0.143, 1.394, 0.461], [1.856, -1.017, -0.668], [1.009, 0.875, 1.138], [2.959, -0.742, -0.704], [-0.955, -2.514, -0.044], [-1.649, 1.191, -0.840], [0.173, 2.481, 0.252]]}

{"formula": "C3H10NO", "method": "ωB97M-V/def2-TZVPD", "e_homo_ev": -15.6, "e_tot_ha": -249.83851, "charge": 1, "elements": ["O", "C", "C", "N", "C", "H", "H", "H", "H", "H", "H", "H", "H", "H", "H"], "positions_angstrom": [[0.171, -3.318, 0.310], [0.041, -1.918, 0.624], [-0.744, -1.237, -0.489], [-0.693, 0.100, -0.559], [0.624, 3.213, -0.028], [0.156, -3.770, 1.160], [-0.357, -1.808, 1.633], [1.070, -1.532, 0.601], [-1.573, -1.950, -0.553], [-0.080, -0.907, -1.413], [-1.405, 0.422, -1.250], [0.434, 4.156, -0.533], [1.583, 2.818, -0.384], [-0.057, 2.369, -0.149], [0.828, 3.362, 1.032]]}